31
Properties=species:S:1:pos:R:3:mulliken_charge:R:1 method="wB97M-V/def2-TZVPD" multiplicity=1 homo_ev=-6.965 gap_ev=4.9
Au 0.264 1.204 1.573 0.342
I -1.711 -4.202 2.579 0.086
C -2.384 -2.634 1.392 -0.651
C -3.574 -2.743 0.689 -0.388
C -3.786 -1.999 -0.430 -0.426
I -5.175 -2.811 -1.853 0.030
C -3.069 -0.745 -0.643 0.652
C -3.412 0.282 -1.566 -0.404
C -2.647 1.437 -1.591 -0.795
C -1.587 1.569 -0.722 0.040
N -1.260 0.634 0.195 -0.333
C -1.964 -0.503 0.246 0.442
C -1.464 -1.533 1.143 0.586
O -0.332 -1.493 1.693 -0.690
H -4.335 -3.497 0.903 0.380
H -4.282 0.139 -2.174 0.332
H -2.887 2.256 -2.254 0.381
H -0.983 2.465 -0.770 0.325
C 2.632 0.305 0.115 -0.756
C 2.824 1.698 -0.422 -0.300
C 4.388 1.616 -0.533 -0.543
O 4.813 1.051 0.788 -0.414
C 3.642 0.243 1.254 -0.193
H 3.009 -0.409 -0.618 0.289
H 1.619 -0.005 0.355 0.263
H 2.610 2.461 0.323 0.315
H 2.293 1.904 -1.362 0.296
H 4.927 2.569 -0.608 0.324
H 4.697 0.878 -1.301 0.280
H 3.199 0.658 2.152 0.238
H 3.934 -0.795 1.447 0.292

31
Properties=species:S:1:pos:R:3:mulliken_charge:R:1 method="wB97M-V/def2-TZVPD" total_charge=-2 multiplicity=1 homo_ev="0.746 / 0.745" gap_ev="4.1 / 4.1"
Au 4.282 0.628 -0.365 0.152
O -1.881 -2.603 -1.174 -0.715
C -0.931 -3.010 -0.456 0.079
O -0.939 -3.971 0.352 -0.793
C 0.353 -2.183 -0.560 0.038
C 1.543 -2.831 -0.700 -0.194
C 2.795 -2.198 -0.946 -0.911
N 2.874 -0.849 -0.897 -0.600
C 1.752 -0.161 -0.877 0.497
C 0.346 -0.724 -0.930 -0.125
C 1.909 2.365 0.150 0.622
O 1.192 3.320 0.474 -0.680
O 3.205 2.484 0.138 -0.872
H 1.544 -3.910 -0.580 0.381
H 3.720 -2.748 -1.033 0.304
H -0.151 -0.614 -1.911 0.282
C -1.795 2.329 -0.148 -1.711
C -1.295 1.020 0.487 2.864
C -0.995 1.252 1.980 -1.773
C -2.370 -0.057 0.341 -2.025
C -0.011 0.554 -0.145 -0.818
C 1.276 1.054 -0.228 0.504
H -2.662 2.718 0.400 0.416
H -2.092 2.151 -1.185 0.371
H -0.999 3.071 -0.127 0.308
H -1.890 1.588 2.517 0.448
H -0.215 2.007 2.083 0.355
H -0.647 0.319 2.429 0.377
H -3.314 0.291 0.775 0.458
H -2.074 -0.979 0.841 0.330
H -2.532 -0.314 -0.705 0.432

34
Properties=species:S:1:pos:R:3:mulliken_charge:R:1 method="wB97M-V/def2-TZVPD" e_above_lowest_kj_mol=0.0 multiplicity=1 homo_ev=-8.906 gap_ev=8.3
O 4.244 -0.790 -2.649 -0.603
O 1.007 0.857 2.836 -0.606
O 0.443 -1.598 3.768 -0.712
O -0.509 2.363 -2.215 -0.498
O -1.359 4.295 -0.875 -0.620
O 3.366 -2.795 -3.187 -0.470
B -1.300 2.915 -1.187 0.680
C 3.423 -1.687 -2.365 0.559
C -4.043 0.598 0.457 -0.736
C -3.497 1.562 -0.382 -0.521
C 2.942 -0.455 -0.368 -0.778
C 1.837 -2.552 -0.622 -0.733
C -3.177 -0.204 1.184 -0.553
C -1.343 1.103 0.434 0.403
C 2.240 -0.310 0.762 0.020
C 1.136 -2.327 0.526 -0.286
C -2.143 1.853 -0.364 -0.247
C 2.714 -1.618 -1.149 0.346
C -1.821 0.013 1.223 0.252
C 1.261 -1.144 1.252 -0.225
N -1.109 -0.700 2.254 -0.223
S 0.467 -0.499 2.756 1.201
H -0.038 3.063 -2.652 0.298
H -2.121 4.594 -0.329 0.329
H 3.810 -2.467 -3.988 0.344
H -5.149 0.339 0.495 0.281
H -4.098 2.175 -1.060 0.384
H 3.528 0.454 -0.765 0.273
H 1.800 -3.506 -1.109 0.479
H -3.564 -0.989 1.768 0.410
H -0.317 1.418 0.442 0.293
H 2.383 0.550 1.360 0.617
H 0.571 -3.182 0.898 0.411
H -1.585 -1.327 2.854 0.232

47
Properties=species:S:1:pos:R:3:mulliken_charge:R:1 method="wB97M-V/def2-TZVPD" e_above_lowest_kj_mol=22.2 total_charge=+1 multiplicity=1 homo_ev=-12.133 gap_ev=8.1
Pb 0.551 1.232 -1.208 1.633
N 1.120 -1.123 -1.907 -0.283
C 1.003 -1.135 -3.398 -0.564
C -0.344 -1.716 -3.890 -0.623
C -1.600 -0.931 -3.454 0.584
O -2.721 -1.273 -3.556 -0.467
O -1.263 0.412 -3.025 -0.425
H 2.054 -1.386 -1.667 0.098
H 0.515 -1.712 -1.338 0.267
H 1.873 -1.683 -3.823 0.425
H 1.229 -0.069 -3.681 0.296
H -0.435 -2.780 -3.517 0.315
H -0.371 -1.647 -4.927 0.405
F 4.595 -2.064 1.093 -0.219
C 3.833 -1.508 0.180 0.566
F 2.505 -1.809 0.539 -0.189
F 4.097 -2.028 -1.029 -0.223
S 3.878 0.410 0.134 0.962
O 2.859 0.733 -0.863 -0.718
O 5.230 0.809 -0.082 -0.586
N 3.373 0.688 1.568 -0.538
S 1.942 0.823 2.165 1.051
O 0.901 0.803 1.131 -0.413
O 1.686 -0.083 3.225 -0.649
C 1.980 2.507 2.853 0.583
F 2.785 2.520 3.878 -0.170
F 2.392 3.419 1.931 -0.220
F 0.737 2.708 3.209 -0.194
Cl -0.551 4.894 -0.866 -0.161
C -2.127 4.335 -0.090 -0.307
Cl -1.942 3.048 1.032 0.000
H -2.769 3.968 -0.905 0.159
H -2.548 5.178 0.361 0.405
S -2.535 1.308 -2.255 0.086
C -2.691 0.282 -0.858 0.230
N -1.625 -0.234 -0.356 0.366
C -1.942 -0.922 0.843 -0.416
C -1.002 -1.488 1.724 0.070
C -1.490 -2.076 2.861 -1.006
C -2.842 -2.017 3.121 -0.410
C -3.777 -1.436 2.295 -0.484
C -3.350 -0.914 1.062 0.478
S -4.229 0.011 -0.129 -0.176
H 0.044 -1.499 1.468 0.279
H -0.874 -2.533 3.577 0.526
H -3.289 -2.466 4.050 0.306
H -4.863 -1.552 2.523 0.349